{
  "formula": "C4H12N2S",
  "method": "ωB97M-V/def2-TZVPD",
  "orbital_gap_ev": 9.13,
  "e_tot_ha": -667.2086,
  "homo_energy_ev": -8.2,
  "elements": ["C", "N", "C", "C", "S", "C", "N", "H", "H", "H", "H", "H", "H", "H", "H", "H", "H", "H", "H"],
  "coordinates": [[-0.100, -1.940, 1.126], [0.956, -0.983, 0.938], [0.541, 0.129, 0.123], [0.168, -0.199, -1.394], [0.654, 0.930, -2.725], [-0.673, 1.037, 0.752], [-0.573, 2.398, 0.046], [-0.733, -1.749, 2.085], [-0.913, -1.840, 0.287], [0.505, -2.856, 1.489], [1.821, -1.350, 0.681], [1.440, 0.751, -0.103], [0.479, -1.208, -1.510], [-0.908, -0.321, -1.291], [1.371, 0.018, -3.456], [-0.215, 0.942, 1.768], [-1.648, 0.569, 0.719], [-0.680, 3.064, 0.864], [-1.493, 2.610, -0.398]]
}